The following is a quantum chemistry calculation of a structure of composition C12H30ClHgIN2O4, from OMol25.

```
! wB97M-V def2-TZVPD RIJCOSX def2/J DEFGRID3
* xyz 0 1
C -0.570 -2.224 1.804
C -0.315 3.238 2.527
C 0.063 2.770 -2.344
H -1.708 3.266 -1.271
H -0.500 2.991 -3.251
H 1.115 3.047 -2.409
C -0.856 3.574 1.155
C 1.331 -3.351 -2.118
H 1.141 0.479 -3.533
H -1.143 3.442 3.207
O -0.088 1.388 -2.144
H -2.410 -0.876 2.979
C 0.498 -2.512 0.709
I -2.888 0.481 -0.022
H -1.143 -1.105 4.171
C 0.898 1.633 3.805
H 2.400 -1.681 -0.970
Cl 2.691 0.679 0.440
H 0.852 3.582 0.117
H -1.599 -2.402 1.494
H 0.131 -5.060 -3.928
H 0.408 -3.566 0.446
C 0.083 0.605 -3.306
C -0.368 -4.720 -3.020
H 1.881 2.104 3.838
H -0.461 4.583 -1.376
H 1.519 -2.522 1.090
N 0.374 -1.621 -0.476
H 1.396 -1.243 -2.302
H 0.464 3.969 2.741
C 1.451 -1.922 -1.451
O -0.038 -3.470 -2.515
H -0.374 -2.728 2.751
Hg 0.034 0.711 0.369
H -1.845 3.120 1.094
H 0.248 1.861 4.650
H -0.400 -2.053 -0.961
H -1.000 4.652 1.081
H -1.445 0.483 3.417
O 0.294 1.923 2.538
C -1.391 -0.591 3.242
H 1.179 0.581 3.852
N -0.014 3.063 0.087
H 2.059 -3.531 -2.910
H 1.523 -4.064 -1.317
H -0.067 -5.511 -2.334
H -0.386 -0.354 -3.084
C -0.649 3.519 -1.237
H -0.438 0.996 -4.180
O -0.516 -0.810 2.132
H -1.422 -4.821 -3.278
*
```

Values from the calculation:
Kohn-Sham gap ... 8.52 eV
E_LUMO ... 0.71 eV

=====

The following is a quantum chemistry calculation of a structure of composition C12H30ClINO2P2V, from OMol25.

```
! wB97M-V def2-TZVPD RIJCOSX def2/J DEFGRID3
* xyz 2 3
H 3.097 0.602 0.369
H 0.855 0.654 2.326
C -2.860 -0.288 -0.661
H 2.415 0.606 -1.291
I -1.884 4.630 -0.410
C 0.162 -2.703 1.755
C 1.066 3.221 -3.987
H 2.291 3.561 -1.092
H 2.209 1.833 2.437
H -0.080 -1.225 -1.078
H -3.603 0.397 -0.239
H 1.670 3.271 -4.917
H 1.577 4.312 0.355
H 0.333 -0.472 -2.651
O 1.767 0.898 -3.397
H 0.866 -4.684 3.664
H 0.546 -4.537 0.699
O -0.087 -1.539 1.387
H -2.976 2.045 -2.811
C -0.190 -4.527 3.390
H 1.643 -0.371 0.002
V -1.022 2.364 -0.169
H -1.704 -2.867 4.467
C 2.120 3.434 -0.017
P 1.144 1.944 0.290
C -2.255 1.252 -3.049
H 3.079 3.343 0.506
C 1.173 1.684 2.103
H -0.468 -5.296 2.653
H -2.137 -1.947 2.990
H 1.925 -3.930 1.671
N -0.423 -3.186 2.880
Cl -2.085 1.807 1.737
H -0.777 -1.413 3.982
C -1.308 -2.304 3.618
H -1.128 -1.489 -2.509
H -0.806 -4.657 4.285
H 0.498 2.376 2.620
H -3.327 -0.958 -1.397
H 1.385 4.010 -3.276
H -2.770 0.426 -3.554
C 1.084 -3.643 1.029
H 1.485 -3.143 0.148
H -2.427 -0.881 0.158
C 1.237 1.946 -3.364
C 2.175 0.560 -0.225
P -1.524 0.621 -1.518
H -1.474 1.667 -3.698
H -0.006 3.368 -4.222
C -0.483 -0.770 -1.990
*
```

Values from the calculation:
Kohn-Sham gap (spin up / spin down) ... 3.71 / 3.75 eV
Expectation value of S² ... 2.0365
E_LUMO (spin up / spin down) ... -10.21 / -10.17 eV

=====

The following is a quantum chemistry calculation of a structure of composition C12H30ClMgO6, from OMol25.

```
! wB97M-V def2-TZVPD RIJCOSX def2/J DEFGRID3
* xyz 1 1
H 5.432 4.982 14.701
Cl 2.013 9.804 16.311
H 4.293 0.963 14.524
H 0.212 8.627 18.733
H 0.346 11.863 20.602
H 3.238 1.130 15.943
O 0.782 3.351 15.989
C 0.366 8.082 19.687
H 3.409 6.962 19.509
H 0.310 8.275 13.673
H 2.719 3.807 13.823
H -1.276 11.467 21.195
C 2.114 3.401 16.462
H -0.754 10.903 19.582
C 2.501 7.420 19.104
C 4.383 5.075 14.398
H -1.471 8.921 20.405
H 3.421 7.423 16.452
H 5.100 7.039 15.897
H -0.037 7.071 19.508
H 0.106 7.664 15.314
C -0.426 11.096 20.608
H 2.594 1.537 14.370
Mg 2.930 10.865 14.575
O 3.629 5.706 15.403
C 0.845 5.132 14.312
H 1.668 7.464 14.475
C 3.779 3.728 14.112
H 0.401 5.329 16.412
H 4.281 3.306 13.220
H -0.549 8.089 21.655
H 2.931 8.143 18.377
H 2.602 2.460 16.196
H 0.928 4.353 13.550
H -0.841 4.498 15.507
O 0.134 6.242 13.823
O 0.110 9.963 21.226
O 1.716 8.029 20.057
C 3.504 1.569 14.981
H 2.158 3.465 17.557
H 2.705 4.212 16.026
H 4.313 5.673 13.472
H 3.902 7.658 14.739
C -0.455 8.738 20.781
O 3.951 2.894 15.213
C 4.028 7.019 15.649
H 1.898 5.392 14.516
C 0.575 7.450 14.344
H 1.963 6.657 18.531
C 0.241 4.585 15.606
*
```

Values from the calculation:
Kohn-Sham gap ... 2.58 eV
E_LUMO ... -8.07 eV

=====

The following is a quantum chemistry calculation of a structure of composition C12H30N2O8SV, from OMol25.

```
! wB97M-V def2-TZVPD RIJCOSX def2/J DEFGRID3
* xyz 0 4
H -0.856 3.197 -1.789
H 2.342 0.431 -2.574
H 2.450 -0.739 3.934
H -0.132 1.745 3.479
H 0.244 -1.877 3.090
C -0.313 2.284 -2.032
C 1.935 -1.304 1.180
H 2.571 -1.388 -2.840
H -2.876 1.292 -1.687
H -1.684 1.803 -3.593
O -1.013 -1.920 -1.490
O -2.774 -0.272 3.027
H 3.299 -1.449 -0.565
C 0.766 2.129 3.963
H 2.751 -1.249 1.901
O 1.448 -0.826 -1.186
H 1.111 -0.279 4.979
H 1.280 2.192 0.798
S -2.902 0.034 1.612
H 0.473 -2.942 -0.718
H 2.028 2.870 -0.636
H -3.527 -0.834 -1.548
C 1.069 2.678 -0.154
C 2.470 -0.853 -0.185
O 0.358 1.707 -0.891
V -0.824 -0.236 -0.091
H -0.472 0.551 -3.238
C 0.455 -0.816 2.955
H 0.137 -3.256 -2.514
H -0.476 -0.274 3.121
H 1.614 -2.341 1.079
H 0.686 1.976 5.040
C 1.510 -0.189 3.969
H 0.514 2.666 -2.631
C -2.805 -0.530 -2.306
N -2.081 0.683 -1.816
H -3.371 -0.253 -3.195
C -1.159 1.274 -2.798
H 1.142 0.429 1.713
H -2.539 -2.560 -2.719
H 1.081 -0.658 -3.170
C -1.848 -1.721 -2.641
N 0.766 -0.494 1.546
H -1.263 -1.531 -3.540
C -0.258 -3.094 -1.512
C 1.932 -0.576 -2.494
H -0.928 -3.915 -1.255
O -4.189 0.488 1.139
H 2.905 0.143 -0.097
H 1.009 3.166 3.730
O -2.465 -1.132 0.867
H 0.479 3.589 -0.056
O 1.805 1.207 3.613
O -1.874 0.973 1.227
*
```

Values from the calculation:
Kohn-Sham gap (spin up / spin down) ... 6.70 / 7.64 eV
Expectation value of S² ... 3.7555
E_LUMO (spin up / spin down) ... 0.07 / 0.07 eV

=====

| no. | F_max (eV Å⁻¹) |
| --- | --- |
| 1 | 2.61 |
| 2 | 7.84 |
| 3 | 3.43 |
| 4 | 5.52 |